Below is 9 unconnected molecules or ions with the total composition C3H23NO9S2 in a non-equilibrium geometry, with properties calculated with the ωB97M-V functional and the def2-TZVPD basis.

Energy relative to the best compared isomer or geometry (same formula, charge and spin) ... 109.9 kcal per mole
SMILES ... N[C@H](C=O)CSS.O.O.O.O.O.O.O.O
Maximum force ... 6.58 eV/A
Lowest unoccupied orbital energy ... 0.17 eV
Multiplicity ... 1
HOMO ... -9.12 eV

Last columns: bonded neighbours and bond lengths (Å).
Element x y z (Å)
1 N -0.859 0.439 0.153  C2 1.503, H8 1.125, H9 0.963
2 C -1.207 0.186 1.594  N1 1.503, C3 1.536, C5 1.503, H10 1.141
3 C -0.457 1.228 2.437  C2 1.536, O4 1.217, H11 1.122
4 O -0.205 2.230 1.794  C3 1.217
5 C -0.700 -1.164 2.015  C2 1.503, S6 1.850, H12 1.148, H13 1.121
6 S -1.734 -2.635 1.579  C5 1.850, S7 1.931
7 S -0.904 -3.737 0.228  S6 1.931, H14 1.340
8 H -1.227 1.462 -0.135  N1 1.125
9 H 0.051 0.371 -0.157  N1 0.963
10 H -2.314 0.035 1.823  C2 1.141
11 H -0.306 1.215 3.549  C3 1.122
12 H -0.460 -1.422 3.109  C5 1.148
13 H 0.292 -1.469 1.590  C5 1.121
14 H -1.407 -3.751 -1.013  S7 1.340
15 H -1.550 -0.738 -1.007  O17 1.062
16 H -2.571 -1.448 -2.168  O17 1.038
17 O -1.577 -1.316 -1.899  H15 1.062, H16 1.038
18 H -0.670 3.352 0.339  O20 0.964
19 H -0.313 4.790 -0.073  O20 1.010
20 O -0.455 3.864 -0.450  H18 0.964, H19 1.010
21 H 1.950 0.250 2.775  O23 0.983
22 H 2.022 1.699 2.867  O23 0.899
23 O 1.859 0.998 3.405  H21 0.983, H22 0.899
24 H 2.447 2.113 -2.839  O26 1.123
25 H 1.060 2.802 -3.249  O26 0.952
26 O 1.510 1.986 -3.444  H24 1.123, H25 0.952
27 H 0.231 -1.233 -1.963  O29 0.971
28 H 1.181 -0.272 -2.829  O29 0.927
29 O 1.101 -0.819 -2.086  H27 0.971, H28 0.927
30 H -0.972 0.649 -4.558  O32 0.884
31 H -1.313 -0.424 -3.593  O32 0.997
32 O -1.687 0.241 -4.235  H30 0.884, H31 0.997
33 H 2.060 0.049 -0.996  O35 1.058
34 H 3.043 0.032 0.228  O35 0.938
35 O 2.353 0.565 -0.119  H33 1.058, H34 0.938
36 H 4.006 3.549 -0.395  O38 0.932
37 H 2.973 2.459 -0.243  O38 0.932
38 O 3.876 2.664 -0.131  H36 0.932, H37 0.932


Below is 9 unconnected molecules or ions with the total composition C3H24N4O9 in a non-equilibrium geometry, with properties calculated with the ωB97M-V functional and the def2-TZVPD basis.

Energy relative to the best compared isomer or geometry (same formula, charge and spin) ... 3.5 kcal per mole
SMILES ... NC(N)=O.NC(N)=O.CO.O.O.O.O.O.O
Maximum force ... 2.88 eV/A
Lowest unoccupied orbital energy ... 0.32 eV
Multiplicity ... 1
HOMO ... -10.02 eV

Last columns: bonded neighbours and bond lengths (Å).
Element x y z (Å)
1 C -3.574 -3.470 0.361  O2 1.439, H3 1.059, H4 1.119, H5 1.120
2 O -2.433 -3.869 -0.420  C1 1.439, H6 0.968
3 H -3.848 -2.479 0.108  C1 1.059
4 H -4.374 -4.191 0.060  C1 1.119
5 H -3.403 -3.484 1.468  C1 1.120
6 H -1.648 -3.626 0.091  O2 0.968
7 C -0.780 3.523 -3.160  O8 1.234, N9 1.350, N10 1.350
8 O -0.376 4.407 -2.400  C7 1.234
9 N -1.074 3.790 -4.450  C7 1.350, H11 0.985, H12 1.012
10 N -0.897 2.240 -2.758  C7 1.350, H13 1.025, H14 1.009
11 H -1.201 4.743 -4.660  N9 0.985
12 H -1.484 3.120 -5.088  N9 1.012
13 H -1.393 1.546 -3.327  N10 1.025
14 H -0.915 2.131 -1.756  N10 1.009
15 C 0.692 2.629 0.481  O16 1.233, N17 1.343, N18 1.315
16 O -0.176 1.886 0.018  C15 1.233
17 N 1.568 2.152 1.381  C15 1.343, H19 0.988, H20 1.009
18 N 0.883 3.878 0.117  C15 1.315, H21 0.977, H22 1.003
19 H 2.357 2.733 1.506  N17 0.988
20 H 1.449 1.219 1.743  N17 1.009
21 H 0.458 4.151 -0.719  N18 0.977
22 H 1.786 4.272 0.304  N18 1.003
23 O -1.863 -0.441 1.792  H24 0.975, H25 0.948
24 H -1.260 -0.913 1.189  O23 0.975
25 H -2.011 0.329 1.260  O23 0.948
26 O 2.282 -0.666 2.386  H27 0.964, H28 0.938
27 H 2.952 -1.121 1.862  O26 0.964
28 H 2.241 -0.931 3.285  O26 0.938
29 O 4.265 -1.745 0.559  H30 0.958, H31 0.977
30 H 3.819 -1.628 -0.281  O29 0.958
31 H 4.338 -2.718 0.606  O29 0.977
32 O -0.892 -1.898 3.989  H33 0.995, H34 0.981
33 H -1.468 -1.288 3.454  O32 0.995
34 H -1.464 -2.657 4.232  O32 0.981
35 O 0.335 -1.407 0.467  H36 0.971, H37 1.024
36 H 0.725 -0.986 1.250  O35 0.971
37 H 0.404 -0.613 -0.176  O35 1.024
38 O 2.401 -2.854 -1.548  H39 0.982, H40 0.969
39 H 1.695 -2.539 -0.943  O38 0.982
40 H 1.885 -3.223 -2.281  O38 0.969


Below is 9 unconnected molecules or ions with the total composition C3H24NO10 in a non-equilibrium geometry, with properties calculated with the ωB97M-V functional and the def2-TZVPD basis.

Maximum force ... 3.61 eV/A
Net charge ... +2
Lowest unoccupied orbital energy (alpha / beta) ... -7.27 / -12.92 eV
Multiplicity ... 2
HOMO (alpha / beta) ... -17.43 / -17.41 eV

Last columns: bonded neighbours and bond lengths (Å).
Element x y z (Å)
1 O 1.665 -0.951 0.161  C2 1.236
2 C 1.886 -0.622 1.331  O1 1.236, O3 1.296, C4 1.484
3 O 3.078 -0.607 1.839  C2 1.296, H7 1.026
4 C 0.833 -0.289 2.323  C2 1.484, C5 1.559, N6 1.508, H8 1.098
5 C 0.987 1.242 2.573  C4 1.559, H9 1.142, H10 1.081, H11 1.079
6 N -0.575 -0.309 1.786  C4 1.508, H12 1.029, H13 1.029, H14 1.084
7 H 3.704 -0.954 1.104  O3 1.026
8 H 0.980 -0.829 3.267  C4 1.098
9 H 2.072 1.557 2.743  C5 1.142
10 H 0.569 1.871 1.798  C5 1.081
11 H 0.590 1.722 3.454  C5 1.079
12 H -1.029 0.531 2.166  N6 1.029
13 H -1.194 -1.120 1.917  N6 1.029
14 H -0.463 -0.206 0.712  N6 1.084
15 H 0.966 -1.840 -1.887  O17 0.959
16 H 0.693 -3.337 -2.510  O17 0.963
17 O 1.290 -2.591 -2.388  H15 0.959, H16 0.963
18 H -2.820 0.733 -1.040  O20 0.969
19 H -4.141 0.893 -1.517  O20 0.973
20 O -3.243 1.080 -1.840  H18 0.969, H19 0.973
21 H -2.846 2.732 1.198  O23 0.960
22 H -1.966 2.342 -0.085  O23 0.970
23 O -2.262 2.081 0.802  H21 0.960, H22 0.970
24 H 3.443 -1.587 -1.054  O26 0.976
25 H 4.642 -0.701 -0.716  O26 0.979
26 O 4.139 -1.472 -0.380  H24 0.976, H25 0.979
27 H 2.759 2.365 -2.264  O29 0.970
28 H 1.577 3.119 -2.011  O29 0.971
29 O 1.968 2.283 -1.708  H27 0.970, H28 0.971
30 H 0.278 -0.183 -1.313  O32 0.968
31 H -1.095 -0.379 -1.775  O32 1.097
32 O -0.562 0.177 -0.994  H30 0.968, H31 1.097
33 H -3.376 -0.708 1.199  O35 0.959
34 H -3.248 -2.304 0.908  O35 0.964
35 O -3.004 -1.551 1.459  H33 0.959, H34 0.964
36 H -2.860 -0.679 -2.987  O38 0.973
37 H -1.478 -0.560 -3.515  O38 0.979
38 O -1.954 -0.950 -2.754  H36 0.973, H37 0.979


Below is 10 unconnected molecules or ions with the total composition C3H24O10 in a non-equilibrium geometry, with properties calculated with the ωB97M-V functional and the def2-TZVPD basis.

Energy relative to the best compared isomer or geometry (same formula, charge and spin) ... 13.8 kcal per mole
SMILES ... C/C=C/O.O.O.O.O.O.O.O.O.O
Maximum force ... 3.59 eV/A
Lowest unoccupied orbital energy ... 0.21 eV
Multiplicity ... 1
HOMO ... -8.87 eV

Last columns: bonded neighbours and bond lengths (Å).
Element x y z (Å)
1 C -0.773 -3.073 -0.742  C2 1.523, H5 1.080, H6 1.088, H7 1.088
2 C -0.911 -1.852 -1.643  C1 1.523, C3 1.315, H8 1.084
3 C -1.301 -0.716 -1.108  C2 1.315, O4 1.386, H9 1.074
4 O -1.486 0.436 -1.856  C3 1.386, H10 0.983
5 H -0.065 -3.763 -1.175  C1 1.080
6 H -0.309 -2.764 0.193  C1 1.088
7 H -1.760 -3.504 -0.588  C1 1.088
8 H -0.530 -1.907 -2.656  C2 1.084
9 H -1.354 -0.500 -0.058  C3 1.074
10 H -2.437 0.675 -1.783  O4 0.983
11 H -0.912 3.286 -1.951  O13 0.964
12 H -0.953 1.769 -2.011  O13 0.970
13 O -0.338 2.518 -2.042  H11 0.964, H12 0.970
14 H 1.303 2.551 3.115  O16 0.964
15 H 1.085 1.707 1.785  O16 0.978
16 O 0.748 1.890 2.685  H14 0.964, H15 0.978
17 H 1.662 -3.735 1.491  O19 0.956
18 H 1.260 -2.402 2.077  O19 0.969
19 O 2.009 -2.862 1.668  H17 0.956, H18 0.969
20 H 0.478 -0.248 2.446  O22 0.961
21 H -0.161 -1.160 3.607  O22 0.949
22 O 0.127 -1.104 2.705  H20 0.961, H21 0.949
23 H -4.269 0.432 -0.633  O25 0.966
24 H -3.183 1.265 0.042  O25 0.974
25 O -3.756 1.243 -0.745  H23 0.966, H24 0.974
26 H 1.916 0.520 -0.211  O28 0.962
27 H 2.053 -0.947 0.227  O28 0.967
28 O 1.498 -0.161 0.327  H26 0.962, H27 0.967
29 H -1.159 1.904 1.573  O31 0.960
30 H -1.397 0.358 1.458  O31 0.936
31 O -1.806 1.199 1.494  H29 0.960, H30 0.936
32 H 3.309 1.576 -1.798  O34 0.969
33 H 2.764 0.566 -2.793  O34 0.961
34 O 2.984 0.666 -1.864  H32 0.969, H33 0.961
35 H 1.361 1.849 -0.999  O37 0.968
36 H 2.561 2.380 -0.123  O37 0.944
37 O 1.742 1.910 -0.111  H35 0.968, H36 0.944


Below is 10 unconnected molecules or ions with the total composition C3H25NO12 in a non-equilibrium geometry, with properties calculated with the ωB97M-V functional and the def2-TZVPD basis.

Energy relative to the best compared isomer or geometry (same formula, charge and spin) ... 0.0 kcal per mole
SMILES ... O=C(O)NCCO.O.O.O.O.O.O.O.O.O
Maximum force ... 2.33 eV/A
Lowest unoccupied orbital energy ... 0.14 eV
Multiplicity ... 1
HOMO ... -9.57 eV

Last columns: bonded neighbours and bond lengths (Å).
Element x y z (Å)
1 C -1.865 -1.287 -1.500  C2 1.524, N4 1.450, H8 1.094, H9 1.087
2 C -0.645 -2.177 -1.701  C1 1.524, O3 1.438, H10 1.089, H11 1.093
3 O -0.823 -3.278 -0.793  C2 1.438, H12 0.965
4 N -1.777 -0.183 -0.564  C1 1.450, C5 1.363, H13 1.002
5 C -1.837 1.145 -0.862  N4 1.363, O6 1.326, O7 1.219
6 O -1.642 1.601 -2.092  C5 1.326, H14 0.973
7 O -2.133 1.920 0.031  C5 1.219
8 H -2.103 -0.931 -2.506  C1 1.094
9 H -2.713 -1.904 -1.212  C1 1.087
10 H -0.498 -2.535 -2.719  C2 1.089
11 H 0.274 -1.676 -1.387  C2 1.093
12 H -0.029 -3.465 -0.276  O3 0.965
13 H -1.769 -0.556 0.366  N4 1.002
14 H -1.127 1.132 -2.772  O6 0.973
15 H 2.500 -2.162 0.611  O17 0.964
16 H 1.479 -1.437 1.342  O17 0.983
17 O 1.681 -2.362 1.078  H15 0.964, H16 0.983
18 H -0.488 -2.384 1.754  O20 0.964
19 H -1.929 -2.737 1.159  O20 0.962
20 O -1.438 -2.409 1.918  H18 0.964, H19 0.962
21 H 2.834 2.570 -1.593  O23 0.965
22 H 1.992 2.191 -0.405  O23 0.986
23 O 2.204 1.892 -1.321  H21 0.965, H22 0.986
24 H -1.389 4.282 0.606  O26 0.953
25 H -0.036 3.721 0.015  O26 0.958
26 O -0.438 4.299 0.665  H24 0.953, H25 0.958
27 H -1.434 -1.019 3.827  O29 0.965
28 H -1.896 0.447 4.000  O29 0.937
29 O -1.156 -0.095 3.805  H27 0.965, H28 0.937
30 H 0.494 0.417 -4.122  O32 0.960
31 H 1.169 0.552 -2.703  O32 0.964
32 O 0.511 0.077 -3.224  H30 0.960, H31 0.964
33 H 1.289 3.124 1.721  O35 0.964
34 H 0.964 1.641 1.232  O35 0.979
35 O 1.662 2.318 1.346  H33 0.964, H34 0.979
36 H 3.558 0.176 0.442  O38 0.957
37 H 2.668 0.034 -0.830  O38 0.965
38 O 3.060 -0.445 -0.089  H36 0.957, H37 0.965
39 H 0.475 -0.052 2.946  O41 0.979
40 H -0.268 -0.401 1.829  O41 0.967
41 O 0.619 -0.046 1.978  H39 0.979, H40 0.967


Below is 11 unconnected molecules or ions with the total composition C3H25NO13 in a non-equilibrium geometry, with properties calculated with the ωB97M-V functional and the def2-TZVPD basis.

Energy relative to the best compared isomer or geometry (same formula, charge and spin) ... 15.7 kcal per mole
SMILES ... O=CCNC(=O)O.O.O.O.O.O.O.O.O.O.O
Maximum force ... 4.97 eV/A
Lowest unoccupied orbital energy ... -0.01 eV
Multiplicity ... 1
HOMO ... -9.15 eV

Last columns: bonded neighbours and bond lengths (Å).
Element x y z (Å)
1 O -4.478 -1.130 1.233  C2 1.184
2 C -3.673 -0.268 1.335  O1 1.184, C3 1.579, H8 1.121
3 C -3.031 0.171 -0.039  C2 1.579, N4 1.434, H9 1.080, H10 1.090
4 N -2.017 1.181 0.054  C3 1.434, C5 1.364, H11 1.046
5 C -0.884 1.053 0.803  N4 1.364, O6 1.305, O7 1.267
6 O -0.710 0.074 1.649  C5 1.305, H12 0.997
7 O 0.029 1.920 0.671  C5 1.267
8 H -3.288 0.195 2.281  C2 1.121
9 H -2.709 -0.802 -0.380  C3 1.080
10 H -3.897 0.535 -0.593  C3 1.090
11 H -2.096 1.998 -0.594  N4 1.046
12 H -1.086 -0.836 1.493  O6 0.997
13 H 2.051 -2.978 0.336  O15 0.912
14 H 1.406 -2.613 -0.829  O15 0.902
15 O 1.221 -3.012 -0.041  H13 0.912, H14 0.902
16 H -0.496 0.440 3.731  O18 0.976
17 H -0.659 1.657 4.720  O18 0.998
18 O -0.871 0.690 4.597  H16 0.976, H17 0.998
19 H 2.064 1.423 -0.746  O21 0.964
20 H 3.550 1.366 -0.688  O21 0.959
21 O 2.819 1.088 -1.243  H19 0.964, H20 0.959
22 H -1.231 1.479 -4.021  O24 0.934
23 H 0.176 1.781 -3.847  O24 0.965
24 O -0.641 1.717 -3.338  H22 0.934, H23 0.965
25 H -0.978 3.585 -0.598  O27 0.912
26 H -0.866 3.326 -2.004  O27 0.967
27 O -1.527 3.516 -1.323  H25 0.912, H26 0.967
28 H 3.012 -1.557 -1.489  O30 0.978
29 H 2.531 -0.955 -2.789  O30 0.987
30 O 2.259 -1.618 -2.110  H28 0.978, H29 0.987
31 H 3.099 0.929 2.800  O33 0.890
32 H 2.259 1.378 1.684  O33 0.980
33 O 3.018 0.805 1.922  H31 0.890, H32 0.980
34 H -1.587 -2.556 0.336  O36 0.947
35 H -0.236 -2.193 0.885  O36 1.001
36 O -1.184 -2.347 1.167  H34 0.947, H35 1.001
37 H -1.089 -2.943 -1.916  O39 1.012
38 H -0.545 -1.560 -2.388  O39 0.944
39 O -1.008 -1.964 -1.671  H37 1.012, H38 0.944
40 H 4.517 -1.199 0.516  O42 0.952
41 H 3.085 -0.570 0.391  O42 0.947
42 O 3.691 -1.210 0.045  H40 0.952, H41 0.947


Below is 10 unconnected molecules or ions with the total composition C3H25O10S in a non-equilibrium geometry, with properties calculated with the ωB97M-V functional and the def2-TZVPD basis.

Maximum force ... 1.49 eV/A
Net charge ... -1
Lowest unoccupied orbital energy ... 2.78 eV
Multiplicity ... 1
HOMO ... -6.75 eV

Last columns: bonded neighbours and bond lengths (Å).
Element x y z (Å)
1 C -0.793 2.164 -1.545  O2 1.433, C3 1.534, H6 1.109, H7 1.092
2 O -0.887 3.570 -1.806  C1 1.433, H19 0.965
3 C -1.901 1.699 -0.593  C1 1.534, C4 1.521, H8 1.106, H9 1.109
4 C -2.507 0.455 -1.225  C3 1.521, S5 1.848, H10 1.117, H11 1.123
5 S -3.893 -0.323 -0.283  C4 1.848, H12 1.338
6 H 0.166 1.764 -1.156  C1 1.109
7 H -0.772 1.748 -2.555  C1 1.092
8 H -1.554 1.558 0.448  C3 1.106
9 H -2.679 2.477 -0.455  C3 1.109
10 H -1.615 -0.217 -1.246  C4 1.117
11 H -2.964 0.777 -2.199  C4 1.123
12 H -3.824 0.384 0.851  S5 1.338
13 H 1.030 -1.181 2.319  O15 0.984
14 H 0.874 -0.544 3.806  O15 0.953
15 O 1.162 -1.290 3.289  H13 0.984, H14 0.953
16 H 0.969 -2.485 0.574  O18 1.007
17 H 0.467 -3.811 -0.108  O18 0.962
18 O 1.231 -3.426 0.331  H16 1.007, H17 0.962
19 H -0.314 3.962 -1.137  O2 0.965
20 H 0.099 0.689 1.733  O21 0.976
21 O -0.118 1.442 2.314  H20 0.976, H32 0.963
22 H -0.981 -3.076 2.077  O24 0.966
23 H -1.623 -1.988 1.281  O24 0.961
24 O -1.823 -2.846 1.663  H22 0.966, H23 0.961
25 H 1.982 0.642 -1.019  O27 0.966
26 H 1.415 -0.309 0.094  O27 1.079
27 O 2.320 0.170 -0.247  H25 0.966, H26 1.079
28 H 2.517 -1.192 -1.312  O30 0.985
29 H 2.179 -2.721 -1.168  O30 0.972
30 O 2.302 -2.009 -1.818  H28 0.985, H29 0.972
31 H 2.933 1.467 0.917  O33 0.987
32 H -0.589 1.125 3.091  O21 0.963
33 O 2.751 2.236 1.508  H31 0.987, H34 0.973
34 H 1.873 1.941 1.805  O33 0.973
35 H -0.511 -1.197 0.324  O36 0.959
36 O 0.280 -0.957 0.810  H35 0.959
37 H 0.856 -0.617 -3.742  O39 0.970
38 H 1.239 -0.231 -2.452  O39 0.974
39 O 0.702 0.150 -3.169  H37 0.970, H38 0.974